(1)
This record from OMol25 describes a 9-piece molecular cluster, C24H63ClNO13PS8 overall at a distorted geometry. The level of theory is ωB97M-V with the def2-TZVPD basis set.

Each line ends with the Mulliken charge.
Element x y z (Å)
C -4.898231 -1.320514 4.475785  -0.88
C -4.826864 -2.429284 3.418996  -0.65
P -3.963126 -2.025804 1.849044  -0.07
C -4.645955 -0.392066 1.437655  -0.98
C -2.337830 -1.374662 2.532051  0.62
O -2.231814 -0.261566 2.994681  -0.51
O -1.252815 -2.194808 2.387803  -0.51
C -0.232118 -1.769801 1.476502  0.30
N 0.746122 -2.842949 1.487519  -0.23
C 0.519168 -0.499677 1.940237  -0.67
O 1.488991 -0.785099 2.927045  -0.25
O 0.814002 -0.999664 4.167153  -0.38
C -0.808673 -1.502266 0.080932  -0.19
C -1.521244 -2.676635 -0.512264  0.73
O -1.325838 -3.827392 -0.302590  -0.50
Cl -2.718452 -2.205219 -1.764401  -0.20
H -5.508960 -0.489541 4.121374  0.27
H -3.911696 -0.927417 4.718260  0.10
H -5.326719 -1.707645 5.402296  0.46
H -5.846565 -2.721865 3.158448  0.44
H -4.348987 -3.309228 3.854719  0.44
H -5.715348 -0.458063 1.229251  0.58
H -4.155097 -0.010656 0.543031  0.06
H -4.497577 0.325635 2.244601  0.32
H 0.394427 -3.635976 0.961703  0.45
H 1.572244 -2.515511 0.995311  0.27
H -0.161171 0.262232 2.318301  0.46
H 1.076706 -0.089104 1.093287  0.31
H 0.585956 -1.942545 4.103397  0.34
H -1.479748 -0.636324 0.093706  0.26
H 0.039492 -1.239407 -0.553735  -0.33
C -1.612128 3.427001 -0.737826  -0.70
S -3.225793 2.961355 -1.358276  0.28
O -3.860913 2.152375 -0.277515  -0.56
C -2.604824 1.804653 -2.575862  -0.58
H -1.758672 4.131246 0.078437  0.41
H -1.101767 2.535785 -0.370749  0.10
H -1.033980 3.902750 -1.530282  0.30
H -2.002465 1.044329 -2.081398  -0.07
H -2.004932 2.338156 -3.314180  0.36
H -3.463135 1.337535 -3.055609  0.43
C 3.035204 0.739527 -2.246042  -0.80
S 1.968067 -0.624646 -2.699406  0.69
O 1.841438 -1.504627 -1.495577  -0.79
C 3.130378 -1.453844 -3.789105  -0.98
H 2.498323 1.353020 -1.521397  -0.05
H 3.955126 0.346724 -1.809948  0.42
H 3.247485 1.333712 -3.134938  0.43
H 4.034043 -1.701029 -3.231711  0.40
H 3.369566 -0.807941 -4.631467  0.41
H 2.659059 -2.362982 -4.155901  0.12
C 4.843376 2.886757 0.672919  -1.02
S 3.183762 2.629729 1.312994  0.62
O 2.249708 2.949590 0.196300  -0.34
C 3.185433 4.043862 2.416872  -1.01
H 5.030751 2.120726 -0.076438  0.21
H 4.909696 3.875105 0.217517  0.28
H 5.563417 2.786857 1.484683  0.41
H 3.372800 4.952182 1.843467  0.21
H 3.950893 3.904049 3.179523  0.47
H 2.205615 4.094147 2.886739  0.36
C 1.100349 -4.826499 -5.671382  -0.74
S 1.186226 -4.097749 -7.310143  0.45
O 2.087075 -2.915549 -7.204010  -0.57
C -0.479432 -3.435675 -7.302217  -0.72
H 2.077499 -5.249303 -5.448059  0.34
H 0.851017 -4.055003 -4.942323  0.09
H 0.349252 -5.615920 -5.664409  0.38
H -0.561620 -2.755382 -6.452764  0.08
H -1.211773 -4.239069 -7.228130  0.43
H -0.628055 -2.891561 -8.232928  0.29
C -3.938083 0.745522 7.298511  -0.89
S -5.116594 0.198328 8.539029  0.46
O -6.145784 -0.610635 7.838073  -0.59
C -5.835898 1.819120 8.831344  -0.92
H -3.400026 -0.127575 6.937329  0.22
H -4.467681 1.216977 6.470607  0.29
H -3.235229 1.444228 7.752546  0.49
H -6.238899 2.210052 7.897206  0.30
H -5.072891 2.486382 9.232051  0.34
H -6.635995 1.698065 9.558225  0.32
C -1.426752 0.907331 -7.016646  -1.04
S -0.361010 0.453667 -5.643884  0.66
O -0.366704 1.600283 -4.697201  -0.64
C 1.172868 0.540157 -6.572084  -0.72
H -2.446194 0.957539 -6.639846  0.34
H -1.125797 1.880912 -7.402634  0.33
H -1.358811 0.145866 -7.793748  0.33
H 1.285740 1.541836 -6.987359  0.39
H 1.167794 -0.212902 -7.360648  0.36
H 1.986673 0.330504 -5.885140  -0.03
C 2.922457 5.236211 -1.767289  -0.68
S 1.360587 5.392083 -0.896978  0.77
O 0.450151 6.172698 -1.775558  -0.70
C 1.959189 6.522147 0.366138  -0.97
H 2.750613 4.597060 -2.630641  0.24
H 3.257671 6.221610 -2.091871  0.43
H 3.654269 4.770622 -1.107968  -0.05
H 2.358189 7.419786 -0.106568  0.42
H 2.725930 6.024824 0.960293  0.11
H 1.115066 6.782392 1.000902  0.31
C 4.269180 -3.637287 3.393150  -0.67
S 4.681401 -5.380475 3.339931  0.46
O 6.157081 -5.473329 3.189773  -0.63
C 3.969536 -5.678386 1.717005  -0.77
H 4.658884 -3.225451 4.321547  0.37
H 4.727187 -3.128792 2.544490  0.26
H 3.184882 -3.516311 3.364276  0.13
H 4.446657 -5.023710 0.987590  0.25
H 2.895521 -5.494087 1.756267  0.25
H 4.156475 -6.718830 1.460225  0.33

Forces on atoms 1 to 3 (eV/Å):
C 0.024 -0.166 -0.016
C 0.036 0.286 0.703
P 0.007 -0.436 -0.369

Properties
* DFT total energy: -162501.5885 eV
* ΔE to the lowest compared entry with this formula, charge and spin: 0.00 kcal per mole
* HOMO: -8.342 eV
* LUMO: 0.0471 eV

(2)
This record from OMol25 describes C24H63CrO22S7 as an isolated structure at a distorted geometry. The level of theory is ωB97M-V with the def2-TZVPD basis set.

Each line ends with the Mulliken charge.
Element x y z (Å)
Cr -0.114302 0.371385 -0.177833  0.03
C -1.126492 4.154655 -2.221203  -0.73
C -1.633082 3.560045 -0.897403  0.30
C -3.144862 3.487325 -1.007933  -1.21
O -1.022642 2.311345 -0.670043  0.86
H -1.390272 5.203195 -2.359353  0.53
H -1.467322 3.642635 -3.121083  -0.20
H -0.052892 4.026515 -2.359303  0.06
H -1.385912 4.194015 -0.045883  0.22
H -3.564272 4.455625 -0.734823  0.52
H -3.528352 2.893065 -0.178543  -0.01
H -3.631782 3.120795 -1.911633  0.18
O -1.196832 -0.497905 -2.020603  -0.35
S -1.991492 -0.621945 -3.235853  0.50
O -1.399412 -0.956065 -4.540323  -0.67
O -3.234862 -1.591955 -2.922633  0.35
C -4.028142 -2.046595 -3.993143  -0.50
C -4.787292 -3.363635 -3.498263  -1.15
C -3.075442 0.830915 -3.459083  -0.40
H -3.441902 -2.175445 -4.902983  0.40
H -4.797772 -1.279055 -4.074753  0.31
H -4.071902 -4.016085 -2.997633  0.27
H -5.130192 -3.991735 -4.320463  0.40
H -5.491982 -3.068585 -2.720793  0.29
H -3.915492 0.789595 -2.765753  0.40
H -3.427272 0.738825 -4.486623  0.63
H -2.517022 1.756665 -3.320363  -0.65
O 0.139958 0.667755 2.074367  -0.65
S 0.351158 1.170785 3.445877  0.75
O 0.054648 0.340365 4.606347  -0.66
O 1.936308 1.719915 3.556327  0.11
C 2.383318 2.296485 4.825287  -0.50
C 2.507938 3.787725 4.918667  -1.18
C -0.587112 2.705505 3.553737  -0.81
H 3.338698 1.831505 5.068517  0.45
H 1.760178 1.984175 5.663297  0.44
H 1.594058 4.363325 5.065667  0.30
H 2.938108 4.324295 4.073007  0.21
H 3.198138 4.110095 5.698287  0.43
H -0.300312 3.307095 2.691217  0.24
H -0.342492 3.202525 4.492467  0.37
H -1.663072 2.540805 3.610897  0.15
O -1.835382 -0.570215 0.556127  -0.01
S -2.684632 -1.605495 1.163337  1.19
O -2.062542 -2.607445 2.058727  -0.66
O -3.924822 -0.870175 1.932977  -0.42
C -4.590802 0.142135 1.278687  0.36
C -4.832782 1.289345 2.217967  -1.37
C -3.733082 -2.554235 -0.104943  -0.86
H -5.561882 -0.186385 0.908297  0.36
H -4.052672 0.580295 0.438137  -0.02
H -3.999922 1.917285 2.534427  0.10
H -5.372702 0.878235 3.070947  0.41
H -5.465542 2.046395 1.754727  0.42
H -3.068422 -2.971895 -0.861173  0.20
H -4.441012 -1.822745 -0.494613  0.25
H -4.184742 -3.442865 0.335997  0.47
O 0.899058 -1.545705 0.083277  0.59
S 1.067728 -2.958165 -0.283053  1.10
O 0.039778 -3.944895 -0.083913  -0.71
O 1.527058 -2.856455 -1.941013  0.02
C 1.565688 -4.167435 -2.605713  -0.32
C 2.235768 -3.951825 -3.983403  -1.21
C 2.647038 -3.601235 0.355287  -1.01
H 0.566208 -4.602045 -2.621643  0.33
H 2.147348 -4.929985 -2.087733  0.34
H 3.203718 -3.450775 -3.994043  0.31
H 1.580708 -3.388485 -4.647983  0.23
H 2.352558 -4.940795 -4.426563  0.43
H 2.748128 -4.664185 0.136167  0.41
H 2.658418 -3.496065 1.440147  0.25
H 3.544938 -3.078835 0.025167  0.38
O 2.318988 2.418295 -3.677023  -0.74
S 1.332818 1.358885 -3.591003  0.73
O 1.003828 0.740505 -2.271533  0.04
O -0.095542 1.795805 -4.378543  -0.16
C 0.096158 2.639575 -5.504803  -0.33
C -1.149192 2.679695 -6.337323  -1.32
C 1.765348 -0.027015 -4.770923  -1.01
H 0.915998 2.342745 -6.158913  0.49
H 0.311868 3.604935 -5.046913  0.28
H -1.371032 1.768315 -6.892553  0.32
H -0.924192 3.462625 -7.061553  0.45
H -2.031642 2.978905 -5.771783  0.27
H 1.891568 0.349245 -5.786113  0.49
H 1.012068 -0.798945 -4.613483  0.03
H 2.732558 -0.376395 -4.409613  0.49
O 2.282888 0.923565 0.271477  -0.56
S 3.649448 1.411695 0.131467  0.83
O 4.689038 0.781005 -0.684403  -0.70
O 3.645318 3.049725 -0.128883  -0.46
C 2.410538 3.777695 -0.046433  1.54
C 2.940098 5.162635 0.169917  -1.44
C 4.352498 1.581845 1.778947  -0.80
H 1.933068 3.389845 0.853407  -0.48
H 1.743608 3.418315 -0.830103  -0.45
H 2.036378 5.724245 0.406517  0.41
H 3.332328 5.512845 -0.784863  0.39
H 3.691178 5.130815 0.959197  0.32
H 5.438038 1.486935 1.752837  0.46
H 4.032548 0.710585 2.350477  0.18
H 4.039438 2.540855 2.191737  0.12
O 3.636818 -5.987475 5.119517  -0.61
S 3.356838 -4.952375 6.131287  1.10
O 4.449638 -4.306215 6.882317  -0.59
O 2.479178 -3.687205 5.439617  -0.26
C 1.544468 -4.034465 4.453647  -0.40
C 1.134838 -2.689345 3.813007  -0.98
C 2.086658 -5.609165 7.304847  -0.95
H 0.761298 -4.651575 4.894007  0.36
H 2.053598 -4.556935 3.643767  0.29
H 2.023568 -2.070555 3.689087  0.27
H 0.550208 -2.109675 4.527347  0.56
H 0.551938 -2.739915 2.893357  0.15
H 2.718418 -6.088215 8.052837  0.40
H 1.371538 -6.212195 6.745337  0.33
H 1.541498 -4.769785 7.736527  0.32

Forces on atoms 1 to 3 (eV/Å):
Cr -0.008 2.353 -1.083
C 0.686 0.191 -0.273
C 0.656 -1.647 -1.109

Properties
* DFT total energy: -175211.3222 eV
* ΔE to the lowest compared entry with this formula, charge and spin: 54.27 kcal per mole
* multiplicity: 5
* HOMO (spin up / spin down): -9.990 / -10.070 eV
* LUMO (spin up / spin down): -1.7144 / -1.7076 eV
* total charge: +1